{
  "formula": "ClRb",
  "method": "the ωB97M-V functional and the def2-TZVPD basis",
  "e_above_lowest_kj_mol": 3.4,
  "homo_ha": -0.294,
  "homo_lumo_gap_ev": 7.06,
  "total_energy_ev": -13178.663,
  "multiplicity": 1,
  "symbols": ["Cl", "Rb"],
  "coordinates": [[-0.3780, -0.5008, -1.3624], [0.3780, 0.5008, 1.3624]],
  "lowdin_charge": [-0.7765, 0.7765]
}